ORCA calculation (ωB97M-V/def2-TZVPD) on an isolated molecule of C7H11PS in a non-equilibrium geometry.

Geometry as XYZ:
```
20
Properties=species:S:1:pos:R:3:forces:R:3
C -2.59837 -1.08448 -0.64494 0.7 3.6 1.2
C -1.64272 -1.01493 0.63537 -0.2 0.4 -0.5
C -0.25469 -0.40971 0.45859 0.0 3.1 -1.6
P 1.09887 -1.55703 0.08821 -0.4 1.8 0.1
C 2.18260 -0.27604 -0.25519 0.6 -0.2 0.3
C 3.68132 -0.42715 -0.42949 -1.4 2.0 3.9
S 1.69114 1.35779 -0.13631 -2.0 -1.0 0.4
C -0.02950 1.02574 0.29035 2.9 -5.0 0.6
C -0.90681 2.15460 0.43922 -0.1 2.5 -1.2
H -3.63404 -0.55330 -0.56350 2.2 -0.5 -0.1
H -2.81754 -2.05712 -0.78605 -0.8 -3.4 -0.7
H -1.95305 -0.74172 -1.46709 -0.8 0.1 -0.1
H -1.41635 -2.03114 0.93915 -0.5 -0.2 0.4
H -2.16227 -0.47966 1.41434 -0.2 -0.1 0.6
H 4.10250 -0.83134 0.51142 -0.1 0.4 -0.3
H 4.10168 0.54317 -0.61010 0.6 0.3 -0.3
H 3.93412 -1.09354 -1.11345 1.1 -2.8 -3.5
H -1.87383 1.86982 0.78168 -0.8 -0.1 0.3
H -0.98126 2.58394 -0.59520 -0.5 -0.1 0.8
H -0.52180 3.02210 1.04299 -0.2 -1.1 -0.2
```
Forces are in eV/Å.

**Spin multiplicity**: 1
**Energy relative to the best compared isomer or geometry (same formula, charge and spin)**: 47.9 kJ/mol
**HOMO-LUMO gap**: 0.3149 hartree
**Structure (SMILES)**: CCc1pc(C)sc1C
**DFT total energy**: -27559.7958 eV

Results of the Löwdin charge analysis, in e, for atoms 1 through 5: -0.077, -0.280, -0.501, 0.968, -0.926